Below is C36H50N2P2S3Si2TeTi as an isolated structure, with properties calculated with the ωB97M-V functional and the def2-TZVPD basis.

```
97
C36H50N2P2S3Si2TeTi the ωB97M-V functional and the def2-TZVPD basis
Ti -0.39 0.14 -0.07
S 2.10 0.33 -0.70
P 1.39 2.22 -0.94
C -0.28 2.09 -0.73
P -1.72 2.10 -1.61
S -2.69 0.47 -0.84
C -2.73 3.59 -1.41
C -2.45 4.72 -2.19
C -3.13 5.90 -1.96
C -4.09 5.97 -0.96
C -4.37 4.85 -0.19
C -3.69 3.66 -0.41
C -1.58 1.85 -3.40
C -2.61 2.21 -4.26
C -2.51 1.92 -5.62
C -1.38 1.27 -6.10
C -0.36 0.89 -5.24
C -0.46 1.17 -3.89
C 2.10 3.31 0.32
C 1.31 4.31 0.88
C 1.86 5.16 1.83
C 3.19 5.03 2.21
C 3.98 4.05 1.62
C 3.44 3.20 0.68
C 1.93 2.96 -2.49
C 1.30 4.14 -2.90
C 1.66 4.73 -4.10
C 2.65 4.16 -4.89
C 3.29 3.00 -4.48
C 2.93 2.40 -3.28
H -1.71 4.66 -2.98
H -2.92 6.77 -2.57
H -4.63 6.90 -0.79
H -5.14 4.90 0.58
H -3.93 2.78 0.17
H -3.48 2.72 -3.88
H -3.31 2.20 -6.29
H -1.31 1.04 -7.16
H 0.51 0.37 -5.62
H 0.33 0.86 -3.22
H 0.27 4.39 0.59
H 1.25 5.95 2.27
H 3.61 5.70 2.95
H 5.02 3.96 1.90
H 4.05 2.42 0.23
H 0.53 4.58 -2.28
H 1.17 5.64 -4.42
H 2.93 4.62 -5.83
H 4.06 2.55 -5.09
H 3.41 1.48 -2.96
C 2.82 0.76 3.02
N 1.75 1.74 3.11
C 0.48 1.50 2.79
S -0.01 -0.10 2.36
N -0.39 2.50 2.89
C -1.81 2.40 2.60
H 3.77 1.29 3.15
H 2.81 0.28 2.04
H 2.73 0.00 3.80
H 2.01 2.68 3.37
H -0.02 3.42 3.08
H -1.99 2.37 1.53
H -2.29 3.28 3.02
H -2.23 1.51 3.06
C -1.82 -5.31 0.76
Si -2.73 -3.79 0.14
C -4.54 -4.16 -0.10
C -2.52 -2.39 1.37
C -2.07 -3.26 -1.55
Te -0.22 -2.23 -1.73
C 1.03 -3.52 -0.55
Si 1.75 -4.95 -1.57
C 2.47 -6.19 -0.38
C 0.44 -5.75 -2.63
C 3.06 -4.20 -2.67
H -2.51 -5.98 1.27
H -1.04 -5.05 1.48
H -1.35 -5.87 -0.05
H -5.00 -4.46 0.84
H -4.70 -4.96 -0.82
H -5.07 -3.27 -0.46
H -2.64 -2.72 2.40
H -3.22 -1.58 1.18
H -1.51 -1.97 1.29
H -2.78 -2.56 -2.01
H -2.01 -4.13 -2.21
H 0.45 -3.84 0.31
H 1.83 -2.87 -0.19
H 1.68 -6.63 0.23
H 3.20 -5.73 0.28
H 2.97 -7.00 -0.91
H -0.35 -6.22 -2.04
H 0.90 -6.53 -3.24
H -0.02 -5.03 -3.32
H 3.92 -3.86 -2.10
H 2.66 -3.34 -3.22
H 3.42 -4.93 -3.41
```

## Properties
Total charge: +1
Multiplicity: 2
LUMO level (spin up / spin down), eV: -2.298 / -2.112
HOMO level (spin up / spin down), eV: -10.228 / -10.411
Max |F|, hartree/bohr: 0.0087
HOMO-LUMO gap (spin up / spin down), eV: 7.93 / 8.30
M, g/mol: 900.6
Total energy, eV: -138371.6193

Atom charges from the Mulliken analysis, given in e for atoms 1 to 2:
1 Ti 0.5580
2 S -0.5318